#one
C5H8N2O3 | ωB97M-V/def2-TZVPD

Results
Gap between HOMO and LUMO (eV): 9.9
HOMO level (eV): -9.76
LUMO level (hartree): 0.005
Charge: 0

```
18
Properties=species:S:1:pos:R:3:lowdin_charge:R:1
C -0.0418 -0.4800 -1.2555 -0.12
C -0.7076 0.4298 -0.2142 -0.36
C 0.8480 -1.3619 -0.5390 -0.01
C 0.3881 0.8638 0.7465 -0.08
C -1.8086 -0.3069 0.5404 -0.05
N 1.2972 -2.3392 -0.1024 -0.11
N 1.3690 1.7859 0.1280 -0.40
O 1.1567 2.1843 -0.9914 0.08
O 1.8986 -3.2122 0.4343 0.03
O 2.3180 2.0914 0.8060 0.09
H -0.7814 -1.0560 -1.8190 0.13
H 0.5332 0.1250 -1.9629 0.12
H -1.1251 1.3111 -0.7107 0.15
H 0.9459 0.0227 1.1628 0.13
H -0.0371 1.4197 1.5949 0.15
H -2.5960 -0.6099 -0.1443 0.08
H -2.2473 0.3302 1.3045 0.08
H -1.4095 -1.1976 1.0222 0.09
```

---

#two
C5H8N2O3 | ωB97M-V/def2-TZVPD

Results
Gap between HOMO and LUMO (eV): 10.3
HOMO level (eV): -9.84
LUMO level (hartree): 0.018
Charge: 0

```
18
Properties=species:S:1:pos:R:3:lowdin_charge:R:1
C -3.3843 0.0016 -0.1070 -0.19
C 2.9018 -0.3097 0.1832 -0.44
C 2.5589 1.1182 0.1119 0.01
C 1.2569 1.3833 0.0063 -0.06
C 0.5116 -0.9031 -0.0175 -0.48
H -1.7568 -0.7093 0.2439 0.05
H -4.2599 0.5145 0.3858 0.10
H -3.0883 0.4835 -0.9708 0.04
H -3.8540 -0.9833 -0.3340 0.09
H 2.1707 -2.1851 -0.0206 0.19
H 3.3789 1.8941 0.1103 0.14
H 0.8487 2.3657 -0.1453 0.13
H -0.6916 0.7021 -0.3195 0.12
N 1.8440 -1.1937 -0.0601 0.20
N 0.2488 0.4402 -0.1553 0.14
O -2.3433 -0.0949 0.8304 -0.16
O 4.0366 -0.7804 0.3275 0.05
O -0.3788 -1.7437 -0.0694 0.07
```

---

Which structure wins on stability? #two wins.

---

#one
C5H10O4 | ωB97M-V/def2-TZVPD

Results
Gap between HOMO and LUMO (eV): 9.7
HOMO level (eV): -10.14
LUMO level (hartree): -0.017
Charge: 0

```
19
Properties=species:S:1:pos:R:3:lowdin_charge:R:1
C -2.4595 -0.3654 -0.0622 -0.08
C -1.1179 -0.7346 -0.6845 -0.18
C 0.0761 -0.1231 0.0427 -0.46
O 0.1350 -0.5096 1.3903 0.03
C 1.4220 -0.1656 -0.7191 0.10
O 0.8158 1.4466 -1.2124 0.05
C 0.1260 1.4220 -0.1037 -0.45
O 0.4216 2.1936 0.8291 0.06
H -2.5375 -0.7253 0.9725 0.08
H -2.6138 0.7224 -0.0526 0.09
H -3.2754 -0.8188 -0.6391 0.08
H -0.9656 -1.8259 -0.6952 0.12
H -1.0883 -0.4207 -1.7373 0.13
H -0.1256 -1.4309 1.4907 0.11
H 2.0598 -0.9579 -0.3063 0.12
H 1.3801 -0.5866 -1.7307 0.11
O 2.8461 0.8893 0.6886 -0.14
H 2.8820 0.2841 1.4348 0.03
H 2.0191 1.7062 1.0944 0.22
```

---

#two
C5H10O4 | ωB97M-V/def2-TZVPD

Results
Gap between HOMO and LUMO (eV): 10.3
HOMO level (eV): -9.86
LUMO level (hartree): 0.017
Charge: 0

```
19
Properties=species:S:1:pos:R:3:lowdin_charge:R:1
C -0.2681 0.5378 1.2358 -0.20
C -0.7708 -1.7703 0.3305 -0.03
C -0.4393 -0.3379 -0.0163 -0.50
O -1.4356 0.4648 2.0341 -0.05
O -1.3475 0.1612 -0.8977 0.00
H -2.1795 0.7603 1.4916 0.10
H 0.5665 0.1795 1.8378 0.13
H -0.0740 1.5838 0.9725 0.11
H 0.0411 -2.2206 0.8947 0.09
H -1.6742 -1.7930 0.9395 0.09
H -0.9564 -2.3399 -0.5764 0.09
C 1.1947 -0.4358 -0.9008 0.00
C 1.2930 1.8988 -0.9566 -0.49
O 0.3279 2.2228 -1.5717 0.15
O 2.2009 2.1304 -0.2552 0.20
H -0.9962 1.0132 -1.2648 0.09
H 1.7213 -0.0054 -1.7543 0.07
H 0.9182 -1.3397 -1.4417 0.06
H 1.8783 -0.7100 -0.1010 0.07
```

---

Which structure wins on stability? #two wins.

---

#one
C38H28F10HfN11O4S3 | ωB97M-V/def2-TZVPD

Results
Gap between HOMO and LUMO (eV): 7.0
HOMO level (eV): -5.07
LUMO level (hartree): 0.069
Charge: -1

```
95
Properties=species:S:1:pos:R:3:lowdin_charge:R:1
Hf -0.5480 0.0932 0.8520 1.70
C 1.3013 2.2372 3.1648 -0.07
N 0.3029 1.1708 3.0944 -0.27
C -0.9671 1.6586 3.6350 -0.20
C -1.6272 2.6353 2.6746 -0.22
N -1.8374 2.0225 1.3690 -0.09
C -2.5967 2.7391 0.5338 -0.23
C -3.0153 4.0990 0.6504 -0.12
F -2.6637 4.8753 1.7096 0.06
C -3.7689 4.7488 -0.3099 -0.15
F -4.0826 6.0423 -0.1256 0.11
C -4.1823 4.0996 -1.4640 -0.15
F -4.8884 4.7380 -2.4151 0.10
C -3.8226 2.7647 -1.6259 -0.14
F -4.2088 2.1151 -2.7355 0.11
C -3.0861 2.1317 -0.6523 -0.14
F -2.7672 0.8116 -0.8084 -0.04
C 0.7871 0.0377 3.8831 -0.17
C -0.1610 -1.1763 3.8480 -0.21
N -1.1050 -1.0720 2.7414 -0.15
C -2.0787 -1.9987 2.6961 -0.24
C -2.1257 -3.2891 3.2828 -0.13
F -1.0568 -3.7848 3.9589 0.06
C -3.2399 -4.1084 3.1878 -0.15
F -3.2278 -5.3021 3.7993 0.11
C -4.3738 -3.6968 2.4972 -0.14
F -5.4654 -4.4798 2.4336 0.10
C -4.3736 -2.4401 1.8894 -0.15
F -5.4690 -2.0166 1.2462 0.11
C -3.2588 -1.6424 1.9984 -0.20
F -3.2531 -0.3661 1.4831 -0.02
H 1.3885 2.6265 4.1912 0.10
H 1.0263 3.0584 2.5082 0.08
H 2.2788 1.8804 2.8440 0.05
H -0.8140 2.1578 4.6056 0.13
H -1.6390 0.8116 3.7718 0.11
H -1.0104 3.5395 2.5983 0.10
H -2.5975 2.9224 3.1005 0.13
H 0.9409 0.3391 4.9329 0.13
H 1.7638 -0.2481 3.4852 0.11
H -0.7382 -1.2279 4.7865 0.12
H 0.4475 -2.0902 3.8087 0.10
N 5.5653 -1.7944 -3.9484 0.11
C 5.0154 -1.0122 -2.9558 -0.32
C 5.5774 -0.9774 -1.6761 -0.02
C 5.0214 -0.1940 -0.6872 -0.08
C 3.8994 0.5633 -0.9673 -0.31
C 3.3658 0.5884 -2.2418 -0.14
C 3.9232 -0.1875 -3.2348 -0.06
S 2.9936 1.3361 0.3477 0.66
O 3.8187 1.4959 1.5216 -0.31
O 2.3888 2.5605 -0.1300 -0.32
N 1.7078 0.3377 0.6865 -0.20
C 2.0445 -0.9047 1.0288 -0.59
N 3.3203 -1.2670 1.1897 0.13
C 3.5628 -2.5170 1.5242 -0.09
C 2.5600 -3.4584 1.7022 -0.02
C 1.2635 -2.9974 1.5488 -0.12
N 0.9925 -1.7378 1.2309 0.00
H 6.1339 -2.5663 -3.6353 0.09
H 4.9406 -2.0259 -4.7045 0.09
H 6.4311 -1.6025 -1.4578 0.11
H 5.4220 -0.1752 0.3122 0.11
H 2.4993 1.1980 -2.4347 0.10
H 3.4790 -0.1993 -4.2166 0.11
H 4.6090 -2.7610 1.6589 0.12
H 2.7650 -4.4846 1.9472 0.10
H 0.4152 -3.6583 1.6781 0.11
S 1.2755 -1.4666 -1.8223 0.78
C 0.5787 -2.9750 -1.4121 -0.75
C 1.3744 -4.0967 -1.6886 -0.30
N 2.0840 -4.9653 -1.9481 0.16
C -0.6410 -3.0962 -0.7842 -0.69
S -1.6895 -1.6939 -0.5697 0.70
C -1.0978 -4.3200 -0.3030 -0.32
N -1.4680 -5.3116 0.1554 0.17
O -2.4825 -1.3198 -4.0558 -0.03
C -2.3896 0.0140 -4.4152 -0.27
N -1.1364 0.3270 -5.0830 0.12
C -0.1657 1.2094 -4.7722 -0.46
O 0.7141 1.4964 -5.5625 0.06
C -0.1882 1.8294 -3.4115 -0.11
C 0.1594 3.1695 -3.2705 0.02
C 0.2445 3.6976 -1.9953 -0.02
C 0.0302 2.8669 -0.9049 -0.15
N -0.2795 1.5755 -1.0289 -0.04
C -0.3877 1.0722 -2.2625 -0.17
H -2.0680 -1.4926 -3.1953 0.03
H -2.5194 0.6931 -3.5710 0.10
H -3.2008 0.1888 -5.1349 0.13
H -1.0019 -0.1472 -5.9682 0.15
H 0.3735 3.7596 -4.1503 0.13
H 0.4957 4.7320 -1.8325 0.11
H 0.1032 3.2623 0.0983 0.11
H -0.6197 0.0153 -2.3228 0.00
```

---

#two
C38H28F10HfN11O4S3 | ωB97M-V/def2-TZVPD

Results
Gap between HOMO and LUMO (eV): 6.8
HOMO level (eV): -5.08
LUMO level (hartree): 0.064
Charge: -1

```
95
Properties=species:S:1:pos:R:3:lowdin_charge:R:1
Hf 0.1556 -0.2646 0.4175 1.59
C 0.0278 2.4510 2.3931 -0.10
N 0.9583 1.7702 1.4742 -0.30
C 1.2717 2.6677 0.3382 -0.20
C 0.0878 2.8617 -0.5459 -0.23
N -0.4125 1.5479 -0.9657 -0.10
C -1.2717 1.5681 -2.0501 -0.18
C -2.0295 0.4345 -2.3966 -0.17
F -1.9567 -0.6395 -1.6019 0.05
C -2.8463 0.3089 -3.4930 -0.14
F -3.4878 -0.8420 -3.7125 0.12
C -3.0141 1.3714 -4.3493 -0.15
F -3.8011 1.2825 -5.4258 0.11
C -2.3404 2.5281 -4.0512 -0.15
F -2.4820 3.5902 -4.8518 0.11
C -1.5062 2.6277 -2.9498 -0.12
F -0.9257 3.8372 -2.8120 0.07
C 2.1903 1.4962 2.2384 -0.23
C 3.3362 1.0984 1.3630 -0.27
N 2.9568 0.1502 0.3128 -0.06
C 4.0522 -0.4020 -0.3075 -0.21
C 5.4194 0.0357 -0.2601 -0.14
F 5.8238 1.1401 0.4120 0.05
C 6.4667 -0.5698 -0.9395 -0.17
F 7.6951 -0.0472 -0.8315 0.11
C 6.2826 -1.6622 -1.7448 -0.17
F 7.2964 -2.2223 -2.4184 0.10
C 4.9968 -2.1370 -1.8412 -0.16
F 4.7430 -3.1993 -2.6134 0.11
C 3.9585 -1.5430 -1.1556 -0.18
F 2.7720 -2.1413 -1.3380 -0.02
H 0.4658 3.4159 2.6712 0.10
H -0.0899 1.8519 3.2943 0.04
H -0.9330 2.6082 1.9257 0.04
H 2.0634 2.2061 -0.2429 0.08
H 1.6310 3.6306 0.7180 0.14
H 0.4473 3.4610 -1.3749 0.11
H -0.7004 3.4362 -0.0475 0.11
H 1.9668 0.7260 2.9651 0.06
H 2.4679 2.4084 2.7814 0.13
H 4.0747 0.6664 2.0426 0.13
H 3.7846 2.0047 0.9551 0.10
N -5.3927 0.4348 6.5581 0.09
C -4.9241 0.6257 5.2580 -0.32
C -3.7963 1.4122 5.0214 -0.03
C -3.3281 1.5911 3.7350 -0.05
C -3.9808 0.9881 2.6668 -0.29
C -5.1297 0.2380 2.8879 -0.07
C -5.6030 0.0679 4.1734 -0.03
S -3.3224 1.1336 1.0467 0.62
O -2.7115 2.4326 0.9497 -0.32
O -4.3740 0.7935 0.1331 -0.28
N -2.1077 0.0279 0.9352 -0.22
C -2.4423 -1.2913 0.9844 -0.52
N -3.5985 -1.7861 1.4348 0.16
C -3.7123 -3.1045 1.4524 -0.09
C -2.7095 -3.9678 1.0245 -0.03
C -1.5613 -3.3723 0.5653 -0.15
N -1.4306 -2.0525 0.5238 -0.04
H -4.6935 0.5187 7.2768 0.08
H -5.9693 -0.3801 6.6856 0.08
H -3.2799 1.8736 5.8559 0.11
H -2.4627 2.2103 3.5545 0.10
H -5.6377 -0.2088 2.0442 0.11
H -6.4952 -0.5240 4.3493 0.11
H -4.6533 -3.4951 1.8330 0.12
H -2.8048 -5.0419 1.0680 0.11
H -0.7124 -3.9529 0.2205 0.10
S -0.1195 -0.6869 3.1140 0.67
C 0.0160 -2.4116 3.2790 -0.73
C -0.6671 -3.0119 4.4089 -0.27
N -1.2291 -3.4629 5.3077 0.15
C 0.7024 -3.1721 2.4042 -0.76
S 1.5387 -2.4985 1.0367 0.66
C 0.7657 -4.6076 2.5813 -0.28
N 0.7841 -5.7529 2.7059 0.15
O 3.2245 2.2624 -2.6454 -0.04
C 3.7105 1.3480 -3.6136 -0.24
N 2.8957 1.3793 -4.7923 0.11
C 1.7922 0.6234 -5.0784 -0.43
O 1.1688 0.7757 -6.1127 0.08
C 1.3469 -0.4107 -4.0814 -0.10
C 1.0108 -1.6810 -4.5135 0.03
C 0.5130 -2.5916 -3.5970 -0.01
C 0.3492 -2.1957 -2.2866 -0.13
N 0.6431 -0.9598 -1.8709 -0.04
C 1.1451 -0.0897 -2.7521 -0.08
H 3.4044 1.9002 -1.7646 0.06
H 3.7335 0.3367 -3.2196 0.11
H 4.7207 1.6236 -3.9111 0.13
H 3.0564 2.1222 -5.4538 0.15
H 1.1165 -1.9386 -5.5615 0.13
H 0.2481 -3.5989 -3.8903 0.12
H -0.0054 -2.8819 -1.5323 0.08
H 1.3733 0.8968 -2.3801 0.11
```

---

Which structure wins on stability? #two wins.